No. 1
The following is a quantum chemistry calculation of a structure of composition C19H29HfN4O2P2 in a non-equilibrium geometry, from the OMol25 dataset.

The geometry in XYZ format:
```
57
Properties=species:S:1:pos:R:3:forces:R:3
Hf 0.047 0.275 0.427 1.24 1.70 3.72
P 1.136 -1.964 0.995 -0.70 -2.38 -0.05
P -1.522 1.741 -0.945 -2.07 0.60 -0.89
O 0.031 -3.650 -2.313 -0.17 -0.74 0.24
O -0.937 -1.315 -3.104 0.42 -0.24 -0.12
N 1.748 4.397 4.413 -1.99 -1.47 -0.32
N -0.279 1.353 2.147 -0.69 -0.29 0.37
N -0.217 2.886 4.055 -0.54 -1.52 -1.33
N -1.742 -1.104 0.264 0.88 0.03 -0.48
C 1.626 -2.104 2.749 0.16 0.35 0.09
C 0.828 3.689 4.239 2.21 1.57 0.34
C 4.168 3.083 0.070 -0.32 -0.23 -0.05
C -1.708 1.910 -2.730 0.47 -0.04 -0.31
C -3.939 -2.810 0.019 0.95 -0.93 0.41
C -1.582 -2.476 0.476 1.46 -0.04 0.23
C 2.634 1.602 -1.097 0.69 0.93 0.16
C 2.199 1.115 0.134 -1.67 -1.59 -0.35
C -1.766 3.449 -0.385 0.21 0.13 0.26
C 3.737 2.568 1.302 -0.04 -0.38 0.09
C -2.713 -3.323 0.387 -1.01 -0.13 -0.20
C 2.502 -2.760 0.096 0.30 0.39 -0.09
C -2.938 -0.626 -0.165 -1.41 -0.76 -0.06
C -0.259 2.075 3.091 0.69 1.88 1.36
C 3.645 2.581 -1.128 -0.06 -0.18 -0.09
C 2.807 1.510 1.329 0.54 0.95 0.05
C -3.100 0.844 -0.510 0.20 0.29 0.22
C -0.290 -3.006 0.736 -0.62 0.18 0.08
C -4.047 -1.453 -0.265 0.38 1.68 -0.34
H -0.241 -4.078 0.972 0.02 0.43 0.01
H -0.322 -4.436 -2.759 0.18 0.26 0.08
H -3.749 0.941 -1.395 0.09 -0.06 0.42
H -2.607 2.512 -2.915 0.25 -0.17 -0.06
H 2.180 1.238 -2.023 0.25 0.22 0.12
H 4.025 2.951 -2.085 -0.16 -0.08 0.36
H -0.454 -1.068 -3.909 -0.23 -0.16 0.26
H 2.547 1.028 2.283 0.05 0.44 -0.37
H -4.984 -1.008 -0.585 0.10 -0.16 0.02
H -0.821 2.425 -3.115 -0.24 -0.05 -0.13
H 4.124 2.990 2.236 -0.06 -0.29 -0.40
H -3.571 1.390 0.326 0.12 -0.24 -0.25
H -2.565 3.915 -0.974 0.15 -0.08 0.20
H 2.824 -3.654 0.647 -0.10 0.22 -0.18
H 0.792 -1.793 3.392 0.23 -0.14 -0.17
H 2.180 -3.036 -0.917 0.09 0.13 0.32
H -0.067 -0.372 -1.371 1.73 -0.41 -1.71
H -1.791 0.922 -3.193 -0.02 0.19 0.07
H 2.483 -1.442 2.934 -0.12 -0.24 0.07
H -2.570 -4.384 0.596 -0.12 0.32 -0.07
H -0.825 3.987 -0.551 -0.22 0.03 0.03
H -4.809 -3.453 -0.070 0.15 0.04 0.06
H 1.903 -3.144 2.967 -0.09 0.26 -0.01
H -2.001 3.486 0.684 0.04 0.00 -0.24
H -0.154 -3.787 -1.359 0.09 0.29 -0.23
H 4.921 3.873 0.045 -0.26 -0.24 0.02
H 0.744 -0.222 -1.315 -1.03 -0.68 -0.92
H 3.329 -2.041 0.039 -0.04 -0.30 -0.04
H -0.592 -2.226 -2.867 -0.35 0.71 -0.19
```
Forces are in eV/Å.

Values from the calculation:
E_HOMO in eV: -10.193
HOMO-LUMO gap in eV: 6.18
Total charge: +1

---

No. 2
The following is a quantum chemistry calculation of the molecule C19H29N3O4S2, from the OMol25 dataset.

The geometry in XYZ format:
```
57
Properties=species:S:1:pos:R:3:forces:R:3
S 2.679 0.175 2.739 -0.07 -0.40 0.20
S -1.655 -0.081 -1.843 0.05 0.17 0.23
O -1.037 0.169 -3.116 0.15 0.19 0.16
O 2.111 0.769 3.911 -0.22 -0.14 0.05
O -2.403 -1.291 -1.679 -0.16 0.01 0.24
O 3.901 0.716 2.213 -0.18 -0.14 -0.28
N -4.277 3.523 -1.402 -0.16 -0.06 0.03
N 2.792 -1.457 3.038 -0.22 0.83 -0.02
N -2.639 1.198 -1.377 0.59 -0.81 0.00
C 5.963 -2.980 1.566 0.01 -0.18 0.33
C 3.151 -3.671 2.074 -0.03 0.26 -0.36
C -5.891 3.266 -3.142 0.02 0.01 -0.01
C 3.641 -2.224 2.144 0.25 -0.34 -0.09
C -4.857 2.202 -1.251 0.00 -0.27 0.02
C -4.620 4.025 -2.728 0.03 0.35 -0.12
C -0.792 -0.241 0.743 0.07 -0.05 0.25
C -6.205 2.351 -1.951 0.15 -0.05 0.10
C 4.004 -4.470 1.092 0.06 -0.14 0.33
C 1.849 0.395 0.124 0.11 0.04 0.03
C -2.032 2.481 -1.666 0.15 0.69 -0.06
C 1.461 0.145 1.426 0.47 0.06 0.18
C -2.888 3.583 -1.022 0.23 -0.16 0.07
C 5.115 -2.173 2.546 0.00 0.19 -0.39
C 0.155 -0.173 1.752 -0.26 -0.01 -0.05
C 5.474 -4.424 1.497 0.00 0.12 -0.33
C 0.902 0.322 -0.887 -0.09 -0.02 -0.15
C -0.403 0.005 -0.561 -0.24 0.10 -0.46
C -3.992 1.107 -1.897 -0.57 -0.19 -0.03
H 6.074 -4.985 0.778 0.03 -0.07 0.05
H -1.823 -0.487 0.940 -0.11 -0.02 0.16
H 5.439 -1.131 2.564 0.02 -0.05 0.10
H -3.990 1.221 -2.990 -0.07 0.00 -0.03
H -2.491 4.565 -1.283 0.06 -0.03 0.06
H 3.220 -4.117 3.069 -0.03 -0.04 0.11
H -1.027 2.482 -1.241 0.01 0.20 -0.04
H -4.795 5.102 -2.649 0.07 -0.04 -0.15
H 2.931 -1.656 4.016 -0.05 0.18 0.29
H -6.715 3.944 -3.351 0.00 -0.02 -0.07
H -6.621 1.393 -2.257 -0.08 -0.06 0.02
H 3.521 -1.755 1.162 0.11 -0.18 -0.11
H -4.955 1.984 -0.183 -0.01 -0.08 -0.03
H -1.949 2.629 -2.753 0.03 0.01 0.09
H 7.008 -2.954 1.878 0.03 0.06 -0.08
H 5.224 -2.585 3.553 -0.02 -0.02 0.10
H 5.596 -4.896 2.474 0.04 -0.07 0.05
H 3.889 -4.050 0.091 -0.03 -0.02 -0.10
H 1.151 0.501 -1.922 0.10 0.05 -0.08
H -4.364 0.113 -1.650 -0.18 0.09 -0.08
H -2.841 3.462 0.065 0.13 0.07 -0.01
H 2.879 0.651 -0.072 0.09 0.02 -0.10
H 5.897 -2.526 0.575 0.06 0.05 -0.08
H 3.657 -5.505 1.063 -0.04 0.01 -0.09
H -6.906 2.841 -1.276 -0.01 -0.06 0.04
H -3.818 3.869 -3.461 -0.02 0.02 0.00
H 2.104 -3.684 1.771 -0.05 0.00 0.07
H -0.094 -0.350 2.786 -0.15 -0.07 0.10
H -5.708 2.676 -4.040 -0.02 0.04 -0.03
```
Forces are in eV/Å.

Values from the calculation:
E_HOMO in eV: -8.520
HOMO-LUMO gap in eV: 8.53
ΔE to the lowest compared entry with this formula, charge and spin in kcal/mol: 22.5

---

No. 3
The following is a quantum chemistry calculation of a structure of composition C19H29N4OTa in a non-equilibrium geometry, from the OMol25 dataset.

The geometry in XYZ format:
```
54
Properties=species:S:1:pos:R:3:forces:R:3
Ta 0.554 -0.200 0.294 -0.65 -0.72 0.20
O 0.190 -3.009 0.365 0.10 -0.24 -0.22
N 3.093 0.634 -0.463 -0.85 -0.43 0.19
N 1.082 2.428 0.678 -0.46 -0.91 -0.45
N 0.367 0.582 2.798 0.18 -0.44 -1.15
N 0.135 -1.114 -2.040 0.13 0.87 1.34
C 1.122 -2.150 0.748 -0.51 1.66 0.16
C -0.706 -0.156 -2.729 -0.15 0.19 -0.24
C 2.427 2.861 0.258 0.30 -0.09 -0.06
C 2.263 -2.612 1.586 0.11 -0.15 -0.15
C -2.230 1.740 -4.056 -0.06 0.00 -0.03
C -1.910 0.263 -2.157 0.02 0.04 0.00
C -2.652 1.227 -2.841 0.11 0.02 -0.01
C 3.465 1.767 0.400 -0.01 0.23 0.08
C -2.255 -1.074 1.389 0.06 0.00 0.17
C -1.663 -0.537 0.243 1.90 0.47 -0.27
C -1.051 1.287 -4.625 -0.02 0.04 0.02
C -3.811 -0.618 -0.843 0.04 0.00 -0.07
C -0.290 0.343 -3.955 0.14 -0.04 0.08
C -2.449 -0.310 -0.895 -0.32 -0.02 0.05
C 1.097 1.830 3.073 -0.02 0.28 -0.02
C -4.390 -1.125 0.309 0.07 -0.01 0.10
C -3.610 -1.357 1.435 -0.02 -0.03 -0.01
C 0.701 2.857 2.033 0.01 -0.08 0.34
C 0.058 -4.328 0.939 0.02 -0.26 0.12
H 1.911 -3.094 2.502 0.01 0.05 0.03
H 2.905 -1.773 1.853 0.03 -0.01 0.05
H 0.648 -0.136 3.458 -0.03 -0.09 -0.05
H 3.527 1.410 1.429 0.04 0.01 -0.01
H 1.151 3.819 2.288 -0.04 0.03 -0.10
H -4.051 -1.773 2.330 -0.01 0.02 0.01
H 1.019 -4.824 1.047 0.02 0.06 -0.05
H 3.802 -0.090 -0.391 -0.07 -0.11 -0.05
H -0.364 -1.985 -1.868 0.04 -0.04 0.14
H 2.870 -3.346 1.047 0.01 0.01 0.02
H 3.117 0.953 -1.428 -0.06 -0.13 -0.07
H -0.624 0.746 2.958 -0.06 -0.12 -0.07
H 2.381 3.148 -0.795 -0.03 0.07 0.01
H -1.652 -1.292 2.267 -0.02 -0.03 -0.01
H 0.419 2.851 0.037 -0.04 -0.02 -0.03
H 2.168 1.631 3.031 -0.02 -0.02 0.09
H -2.833 2.479 -4.566 0.01 0.01 0.00
H -0.384 2.981 2.061 0.00 0.05 -0.03
H 0.867 2.223 4.065 0.03 -0.07 0.02
H -0.730 1.661 -5.587 0.03 -0.01 0.00
H -5.447 -1.352 0.333 0.00 -0.01 -0.05
H 0.631 -0.021 -4.397 -0.01 -0.01 -0.03
H -3.570 1.592 -2.399 -0.03 -0.04 0.00
H -0.442 -4.261 1.906 0.03 0.07 0.00
H 0.943 -1.330 -2.612 0.08 -0.06 0.06
H -4.420 -0.478 -1.727 -0.02 0.01 0.00
H -0.566 -4.892 0.254 0.00 0.06 -0.02
H 2.752 3.739 0.822 -0.08 0.03 -0.01
H 4.438 2.186 0.137 0.03 -0.11 0.00
```
Forces are in eV/Å.

Values from the calculation:
E_HOMO (alpha / beta) in eV: -13.591 / -13.583
HOMO-LUMO gap (alpha / beta) in eV: 6.86 / 6.87
Total charge: +2